The following is a DFT calculation (ωB97M-V/def2-TZVPD) of a structure of composition C35H53FIrN2P2Si.

## Properties
2S+1	5
orbital gap (spin up / spin down)	0.2559 / 0.2143	hartree
LUMO (spin up / spin down)	-1.77 / -4.49	eV
electronic energy	-72143.12270	eV
M	803.072	g/mol
highest occupied orbital energy (spin up / spin down)	-8.733 / -10.325	eV
expectation value of S²	6.06
total charge	+1

Structure (XYZ):
```
95
Properties=species:S:1:pos:R:3:mulliken_charge:R:1
Ir -0.5119 -0.3623 -0.0046 1.558
C 1.4576 -1.7458 -3.1035 -1.505
C 0.2146 -0.9383 -3.4864 1.353
C 0.2916 -0.4948 -4.9449 -1.720
P -0.0450 0.3970 -2.2458 0.046
C -1.2389 1.5679 -2.9990 0.534
C -1.3916 2.8106 -2.1223 -1.432
C -2.5755 0.8478 -3.1989 -1.455
C 1.5212 1.3231 -2.2023 -0.227
C 1.9509 2.0856 -3.2748 -0.152
C 3.0976 2.8789 -3.2128 0.403
C 3.5695 3.6572 -4.4055 -1.743
C 3.7863 2.9374 -1.9960 -1.152
C 3.3898 2.1913 -0.9118 -0.804
C 2.2778 1.3177 -1.0002 -0.065
N 1.8184 0.5654 0.0307 0.991
C 2.5429 0.3472 1.1764 -0.872
C 3.9337 0.1610 1.1958 -0.710
C 4.6105 0.0794 2.3943 -0.797
C 3.9364 0.2094 3.6080 0.170
C 4.6775 0.2010 4.9151 -1.640
C 2.5451 0.3108 3.5825 -0.971
C 1.8227 0.3196 2.3965 0.403
P -0.0011 0.3569 2.2522 0.111
C -0.7875 -0.6319 3.6134 0.914
C -0.1245 -0.6742 4.9915 -2.003
C -1.0306 -2.0694 3.1506 -0.908
C -0.4935 2.1067 2.5587 0.766
C -0.2458 2.6095 3.9787 -1.456
C 0.1769 3.0247 1.5347 -1.415
H 1.4920 -2.6779 -3.6703 0.493
H 1.4800 -1.9941 -2.0440 0.149
H 2.3634 -1.1809 -3.3351 0.343
H -0.6658 -1.5737 -3.3568 -0.139
H 1.2287 0.0251 -5.1503 0.321
H -0.5373 0.1455 -5.2445 0.371
H 0.2674 -1.3786 -5.5853 0.492
H -0.8430 1.8675 -3.9725 0.771
H -1.7629 2.5439 -1.1321 0.062
H -2.1123 3.4934 -2.5763 0.535
H -0.4482 3.3462 -2.0046 0.293
H -2.9677 0.4807 -2.2481 0.170
H -2.4903 -0.0040 -3.8759 0.281
H -3.3102 1.5356 -3.6199 0.550
H 1.3703 2.0954 -4.1898 0.334
H 2.7675 3.8084 -5.1266 0.370
H 4.3754 3.1207 -4.9120 0.330
H 3.9620 4.6306 -4.1123 0.402
H 4.6369 3.6015 -1.8994 0.432
H 3.9036 2.3086 0.0316 0.604
H 4.4662 0.0574 0.2593 0.725
H 5.6833 -0.0725 2.3918 0.451
H 5.7082 0.5275 4.7853 0.413
H 4.7005 -0.8034 5.3441 0.322
H 4.1976 0.8567 5.6411 0.392
H 2.0280 0.3731 4.5277 0.580
H -1.7588 -0.1306 3.7072 0.497
H 0.7942 -1.2600 4.9619 0.458
H -0.8048 -1.1756 5.6823 0.479
H 0.0951 0.3071 5.4068 0.360
H -0.0809 -2.5760 2.9584 0.197
H -1.6282 -2.1058 2.2449 -0.337
H -1.5505 -2.6252 3.9338 0.636
H -1.5716 2.1024 2.3683 0.488
H 0.8130 2.5522 4.2419 0.257
H -0.8250 2.0628 4.7211 0.371
H -0.5411 3.6587 4.0450 0.462
H 1.2392 3.1452 1.7646 0.293
H -0.2854 4.0126 1.5650 0.567
H 0.0903 2.6381 0.5184 -0.057
C 0.2993 -3.3587 0.1878 -0.947
Si -1.5113 -3.3307 -0.3350 0.947
C -1.7118 -3.8663 -2.1157 -1.367
C -2.3894 -4.5507 0.7765 -1.511
N -2.0593 -1.6693 -0.1348 0.229
C -3.3859 -1.2595 -0.0828 1.628
C -4.4765 -2.1363 -0.2063 -0.945
C -5.7885 -1.6977 -0.1495 -0.991
C -6.0784 -0.3525 0.0283 -0.623
C -5.0311 0.5498 0.1489 -0.900
C -3.7411 0.0801 0.0936 -0.299
F -2.7347 1.0066 0.2204 -0.002
H 0.8973 -3.9917 -0.4722 0.528
H 0.3846 -3.7573 1.2006 0.373
H 0.7942 -2.3745 0.2044 -0.030
H -2.1485 -4.8661 -2.1664 0.461
H -0.7523 -3.9037 -2.6358 0.292
H -2.3729 -3.1885 -2.6619 0.326
H -1.7277 -5.4029 0.9556 0.460
H -3.3071 -4.9423 0.3356 0.477
H -2.6401 -4.1149 1.7464 0.342
H -4.2799 -3.1886 -0.3575 0.236
H -6.5913 -2.4163 -0.2473 0.448
H -7.1014 -0.0059 0.0699 0.411
H -5.2002 1.6102 0.2825 0.511
```

The following is a DFT calculation (ωB97M-V/def2-TZVPD) of a cluster of 14 separate species, C20H60F6O16 in total at a distorted geometry.

## Properties
relative energy (zero: lowest compared OMol25 entry of this formula, charge and spin)	0.0	kcal per mole
orbital gap	0.1661	hartree
LUMO	2.86	eV
electronic energy	-70773.58509	eV
M	670.672	g/mol
highest occupied orbital energy	-1.663	eV
total charge	-2

Structure (XYZ):
```
102
Properties=species:S:1:pos:R:3:mulliken_charge:R:1
C -0.4291 1.8104 -0.7262 -0.733
O -0.5911 0.3982 -1.0918 0.676
O -0.5709 2.4883 -1.8325 -0.924
C -1.5012 2.2016 0.3150 0.791
F -1.2759 1.6950 1.5643 -0.301
F -1.5464 3.5273 0.4681 -0.263
F -2.7580 1.8167 -0.0104 -0.184
C -0.4983 -0.5690 -0.0648 0.144
C -0.6655 -1.8996 -0.7661 -0.007
H 0.1427 -2.1311 -1.4682 -0.149
H -0.8067 -2.7236 -0.0619 -0.409
H -1.4977 -1.8775 -1.4771 0.266
H -1.3487 -0.4697 0.6217 -0.292
H 0.4365 -0.5333 0.5058 0.163
H 0.5682 1.9449 -0.2578 0.285
C 5.9264 3.6077 1.3653 0.719
O 5.1351 4.3682 2.3434 -0.327
O 5.7902 4.1408 0.2183 -0.886
C 7.3961 3.4739 1.8901 0.780
F 8.2782 3.3161 0.8908 -0.296
F 7.8432 4.5098 2.6313 -0.303
F 7.5634 2.3619 2.6671 -0.299
C 4.7950 3.6951 3.5337 0.080
C 3.9331 4.6642 4.3327 -1.298
H 3.3038 4.1415 5.0655 0.382
H 4.4952 5.3849 4.9301 0.290
H 3.2642 5.1968 3.6567 0.316
H 5.7088 3.4970 4.1095 0.219
H 4.2145 2.7893 3.3235 0.114
H 5.5201 2.5613 1.4111 -0.474
C 2.3996 -3.4739 -3.0362 -0.156
O 3.4950 -4.2630 -3.4950 -0.593
H 2.2706 -3.4635 -1.9465 -0.054
H 2.4507 -2.4586 -3.4121 0.288
H 1.4667 -3.9660 -3.3519 0.239
H 3.4324 -5.1290 -3.0866 0.289
C 4.3648 -0.2005 0.7102 -0.399
O 4.2670 -1.3291 1.5557 -0.537
H 5.4154 0.0951 0.6765 0.255
H 4.1374 -0.4523 -0.3314 0.227
H 3.8026 0.6872 1.0052 0.140
H 3.5267 -1.9089 1.3444 0.370
C 2.8124 -4.4756 0.8307 -0.607
O 2.1539 -3.2349 0.9707 -0.363
H 2.2316 -5.1614 0.1999 0.111
H 3.8232 -4.2758 0.4903 0.302
H 2.8429 -5.0667 1.7604 0.258
H 1.2379 -3.4447 1.2107 0.236
C -0.1067 -0.9206 -4.3113 -0.325
O 0.8541 -0.3305 -3.4632 -0.583
H -0.7222 -0.1186 -4.7392 0.038
H 0.4291 -1.2871 -5.1922 0.320
H -0.7284 -1.6864 -3.8407 0.159
H 0.3919 0.1455 -2.7517 0.369
C -0.5065 -3.1249 3.0567 -0.486
O -0.2165 -4.1474 2.0925 -0.373
H 0.1849 -3.1322 3.9015 0.345
H -0.4326 -2.1665 2.5517 0.049
H -1.5134 -3.3240 3.4283 0.318
H -0.3093 -5.0175 2.4874 0.207
C -3.3705 -4.6080 0.2558 -0.314
O -3.4028 -4.6101 -1.1390 -0.544
H -4.2714 -4.1830 0.7015 0.307
H -3.3158 -5.6279 0.6804 0.265
H -2.5272 -4.0820 0.7224 -0.028
H -2.5692 -4.9812 -1.4612 0.335
C -3.8328 -0.9243 1.9625 0.004
O -5.1669 -1.1501 2.4132 -0.603
H -3.6430 -1.3042 0.9561 0.168
H -3.5947 0.1404 2.0024 0.049
H -3.1723 -1.4503 2.6511 0.038
H -5.7752 -0.9105 1.7101 0.323
C -3.1299 6.1960 0.7912 -0.373
O -4.3739 6.6047 1.3366 -0.551
H -2.4885 5.7454 1.5495 0.201
H -3.3012 5.4106 0.0550 0.118
H -2.5870 6.9929 0.2783 0.329
H -4.2887 6.7906 2.2735 0.318
C -0.0165 -5.8015 -1.1575 -0.255
O -1.0929 -6.0313 -2.0627 -0.550
H 0.9020 -5.5933 -1.7085 0.116
H -0.2374 -4.9773 -0.4833 0.069
H 0.1459 -6.6931 -0.5394 0.384
H -0.8422 -6.7204 -2.6810 0.303
C -2.2950 2.8450 -6.1563 -0.648
O -1.4618 2.9713 -5.0285 -0.493
H -2.6275 1.8032 -6.2577 0.233
H -3.2190 3.4344 -6.0615 0.216
H -1.7332 3.1562 -7.0366 0.278
H -1.7798 2.3267 -4.3751 0.388
C -3.6410 3.4272 2.8179 -0.559
O -4.2883 4.3597 3.6992 -0.579
H -3.7672 2.4131 3.2083 0.242
H -4.0398 3.4949 1.8067 0.353
H -2.5790 3.6469 2.8002 0.198
H -5.2112 4.3856 3.4361 0.325
C -3.9512 1.0148 -2.5153 -0.574
O -2.7612 1.2601 -3.2200 -0.551
H -4.6893 0.6545 -3.2368 0.268
H -3.8102 0.2638 -1.7311 0.020
H -4.3713 1.9248 -2.0707 0.289
H -2.1029 1.6306 -2.5879 0.363
```

The following is a DFT calculation (ωB97M-V/def2-TZVPD) of a structure of composition C42H66BF2N9OSTi at a distorted geometry.

## Properties
2S+1	3
orbital gap (spin up / spin down)	0.1767 / 0.2873	hartree
LUMO (spin up / spin down)	0.39 / 0.39	eV
electronic energy	-100149.16096	eV
M	841.794	g/mol
highest occupied orbital energy (spin up / spin down)	-4.420 / -7.432	eV
expectation value of S²	2.02
total charge	0

Structure (XYZ):
```
123
Properties=species:S:1:pos:R:3:mulliken_charge:R:1
Ti -0.3709 -0.3903 -1.2034 0.234
C -2.4912 3.9587 -2.1913 -1.705
C -1.5663 2.7660 -2.4488 2.465
C -0.9252 2.9121 -3.8341 -1.798
C -0.5071 2.6890 -1.3941 -0.358
C 0.2802 3.7618 -0.9759 -1.218
C 1.1423 3.2543 -0.0265 0.333
C 2.2196 4.0068 0.6897 1.676
C 1.7230 5.3615 1.1986 -1.672
C 3.3964 4.2241 -0.2653 -1.694
N 0.8678 1.9329 0.1052 0.929
N -0.1534 1.5900 -0.7145 0.256
B 1.5593 0.8754 0.9717 0.167
N 0.4696 0.1779 1.8273 0.663
N -0.3610 -0.7817 1.3325 1.014
C -1.1243 -1.1979 2.3531 -0.845
C -0.7704 -0.4963 3.5078 -1.596
C 0.2072 0.4033 3.1373 0.749
C 0.5254 1.5748 4.0282 -0.238
C -0.1490 2.8200 3.4386 -1.383
C 1.9765 1.8522 4.4090 -1.556
C -2.3229 -2.1064 2.4295 0.581
C -2.6572 -2.9307 1.1936 -1.075
C -3.5280 -1.2089 2.7522 -2.035
N 2.3222 -0.1202 0.0642 1.007
N 1.8359 -0.4507 -1.1573 -0.113
C 2.7788 -1.1377 -1.8063 -0.300
C 3.8955 -1.2657 -0.9725 -1.379
C 3.5890 -0.6013 0.1981 0.395
C 4.5993 -0.4786 1.3038 0.306
C 4.0610 -0.5187 2.7334 -1.443
C 5.4707 0.7644 1.0724 -1.530
C 2.8123 -1.6767 -3.2109 0.734
C 3.8129 -0.8398 -4.0211 -1.617
C 1.4894 -1.7532 -3.9634 -1.026
H -3.3332 3.9407 -2.8804 0.417
H -2.8721 3.9357 -1.1747 0.358
H -1.9493 4.8901 -2.3391 0.390
H -2.1402 1.8355 -2.4222 -1.294
H -0.2804 3.7875 -3.8626 0.360
H -0.3342 2.0343 -4.0686 0.241
H -1.6983 3.0177 -4.5913 0.437
H 0.2335 4.7739 -1.3213 0.609
H 2.5614 3.4168 1.5426 -0.854
H 1.4792 6.0185 0.3679 0.323
H 0.8371 5.2498 1.8177 0.317
H 2.5046 5.8351 1.7883 0.472
H 3.0758 4.8228 -1.1144 0.371
H 4.2041 4.7470 0.2427 0.476
H 3.7643 3.2709 -0.6343 0.283
H 2.3449 1.3699 1.6928 -0.491
H -1.1874 -0.6180 4.4874 0.737
H 0.0036 1.3367 4.9648 0.619
H 0.2591 3.0493 2.4588 0.168
H -1.2182 2.6427 3.3364 0.149
H -0.0018 3.6751 4.0964 0.576
H 2.5519 2.2315 3.5705 -0.012
H 1.9960 2.6074 5.1930 0.577
H 2.4463 0.9509 4.7981 0.412
H -2.1570 -2.7746 3.2856 0.651
H -2.2770 -2.4113 0.3205 -0.371
H -2.2433 -3.9345 1.2516 0.155
H -3.7375 -3.0252 1.0987 0.797
H -3.7442 -0.5913 1.8851 0.323
H -4.4001 -1.8164 2.9816 0.494
H -3.3315 -0.5535 3.5963 0.485
H 4.8142 -1.7744 -1.1906 0.680
H 5.2523 -1.3516 1.1775 0.623
H 3.8473 0.4806 3.0886 0.217
H 3.1490 -1.1049 2.7981 0.077
H 4.8028 -0.9545 3.4002 0.545
H 4.8776 1.6706 1.1641 0.113
H 6.2794 0.7987 1.8011 0.440
H 5.9045 0.7376 0.0742 0.390
H 3.2206 -2.6941 -3.1260 0.256
H 3.4626 0.1883 -4.0695 0.341
H 4.8010 -0.8516 -3.5649 0.410
H 3.8891 -1.2333 -5.0328 0.431
H 1.2393 -0.7873 -4.3919 0.290
H 1.5727 -2.4733 -4.7766 0.492
H 0.6700 -2.0431 -3.3079 -0.244
N -4.8947 -0.0359 -1.3183 -0.011
C -4.3240 0.9153 -0.5067 -0.168
C -5.0497 2.1023 -0.3161 -0.808
C -4.5688 3.0572 0.5501 -1.240
C -3.3597 2.8002 1.2035 -0.661
C -2.6986 1.6244 0.9204 0.123
N -3.1431 0.6813 0.0851 1.324
C -4.6256 -1.3985 -1.4408 0.571
C -5.6572 -2.2993 -1.3799 -0.641
C -5.4486 -3.6751 -1.5234 -1.263
C -4.1242 -4.0982 -1.7539 -0.657
C -3.1186 -3.1959 -1.8337 -0.272
N -3.3234 -1.8263 -1.6840 0.184
H -5.8564 0.1845 -1.5436 0.344
H -5.9884 2.2382 -0.8305 0.481
H -5.1238 3.9644 0.7380 0.384
H -2.9574 3.5002 1.9186 0.501
H -1.7680 1.3900 1.4162 -0.457
H -6.6536 -1.9144 -1.2148 0.398
H -6.2625 -4.3748 -1.4547 0.373
H -3.9060 -5.1449 -1.8992 0.462
H -2.0982 -3.4761 -2.0409 0.618
C 1.7779 -3.9532 2.2283 -1.309
C 1.8747 -3.5105 0.7822 1.167
S 0.1387 -3.4916 0.1372 0.679
O 0.0614 -2.4553 -0.9299 -0.625
C 0.2280 -5.0925 -0.8045 -0.807
C 1.0109 -4.9147 -2.0838 -0.823
H 2.7502 -3.9139 2.7136 0.414
H 1.3954 -4.9694 2.2912 0.375
H 1.0964 -3.2974 2.7646 0.196
H 2.5195 -4.1643 0.2034 0.658
H 2.2457 -2.4930 0.7156 -1.537
H -0.8069 -5.3505 -1.0234 0.373
H 0.6470 -5.8403 -0.1353 0.601
H 0.6285 -4.0413 -2.6086 0.081
H 0.9006 -5.7811 -2.7309 0.500
H 2.0695 -4.7568 -1.8910 0.248
F -0.0928 0.2482 -2.8354 -0.299
C -2.2839 -0.9235 -2.0820 -0.410
F -1.6755 -1.5623 -3.2338 -0.467
H -2.7842 -0.0538 -2.5376 1.236
```

The following is a DFT calculation (ωB97M-V/def2-TZVPD) of a structure of composition CH4OSm at a distorted geometry.

## Properties
2S+1	6
orbital gap (spin up / spin down)	0.2614 / 0.3191	hartree
LUMO (spin up / spin down)	-6.66 / -5.49	eV
electronic energy	-21044.27645	eV
M	182.402	g/mol
highest occupied orbital energy (spin up / spin down)	-13.770 / -14.174	eV
expectation value of S²	9.08
total charge	+1

Structure (XYZ):
```
7
Properties=species:S:1:pos:R:3:mulliken_charge:R:1
O -2.1292 -1.0704 0.0718 -0.847
Sm -0.0787 -1.8141 0.3193 1.745
H -2.2714 -0.0876 -0.1543 0.325
C 0.9641 0.4837 -0.0205 -1.325
H 0.8162 1.1368 0.8564 0.355
H 2.0579 0.3730 -0.1191 0.415
H 0.6411 0.9784 -0.9536 0.332
```